{"formula": "C30H27N4O10S2Ti", "method": "ωB97M-V/def2-TZVPD", "symbols": ["Ti", "O", "C", "O", "C", "C", "C", "C", "C", "N", "C", "O", "O", "H", "H", "H", "H", "O", "S", "O", "O", "C", "C", "C", "C", "C", "C", "S", "O", "O", "O", "H", "H", "H", "H", "C", "C", "C", "C", "C", "C", "C", "C", "C", "C", "C", "C", "C", "C", "C", "N", "H", "H", "H", "H", "H", "H", "H", "H", "H", "H", "N", "C", "C", "N", "H", "H", "H", "H", "H", "H", "H", "H", "H"], "coordinates": [[0.705747, 0.020466, 0.521864], [-2.836133, 1.391100, 2.168715], [-1.674030, 0.722350, 1.990341], [-1.306430, 0.418949, 0.794576], [-0.868109, 0.333396, 3.066870], [-1.067325, 0.483055, 4.460114], [-0.084950, 0.035914, 5.305317], [1.103044, -0.535163, 4.803325], [1.239016, -0.625103, 3.432545], [0.282395, -0.234872, 2.605022], [2.468801, -1.120733, 2.683035], [3.396857, -1.624884, 3.299173], [2.371819, -0.942230, 1.415678], [-2.917823, 1.975153, 1.401100], [-1.970173, 0.946784, 4.830576], [-0.216710, 0.140736, 6.375834], [1.907899, -0.869974, 5.439638], [-0.853133, 2.487725, -3.296386], [-0.644467, 2.558765, -1.880013], [-2.023167, 2.841735, -1.213494], [0.022346, 1.457802, -1.254744], [0.377557, 3.977703, -1.540362], [0.486964, 4.869605, -2.595798], [1.413515, 5.901810, -2.551329], [2.251284, 6.015103, -1.456888], [2.136578, 5.123975, -0.395286], [1.201350, 4.101534, -0.412105], [1.040327, 3.171445, 1.137517], [1.825550, 3.912364, 2.086740], [-0.388441, 3.131606, 1.357835], [1.623375, 1.826200, 0.891017], [-0.134149, 4.728467, -3.468829], [1.486869, 6.592791, -3.380417], [2.993276, 6.801805, -1.416255], [2.755019, 5.222390, 0.484801], [3.439744, -0.028106, -3.070875], [3.407305, -1.374556, -3.431026], [2.660848, -2.256272, -2.674956], [1.935181, -1.776734, -1.576581], [1.913249, -0.428933, -1.215429], [2.703682, 0.427044, -1.989934], [1.193071, -2.691937, -0.692724], [1.586330, -4.060239, -0.597372], [0.965032, -4.880549, 0.282702], [-0.126489, -4.386225, 1.041488], [-0.860987, -5.210205, 1.922711], [-1.946484, -4.721326, 2.593315], [-2.341407, -3.385417, 2.384641], [-1.634497, -2.564652, 1.549196], [-0.485438, -3.035961, 0.875217], [0.222593, -2.182258, 0.053919], [4.040517, 0.665936, -3.648483], [3.962598, -1.726310, -4.292236], [2.630312, -3.303152, -2.954096], [2.738984, 1.483918, -1.741139], [2.424925, -4.398466, -1.185627], [1.283638, -5.907821, 0.414902], [-0.544132, -6.238851, 2.048989], [-2.505126, -5.352728, 3.271424], [-3.214967, -2.998007, 2.893665], [-1.942851, -1.548761, 1.375430], [-3.451018, 1.126345, -2.312292], [-3.541851, -0.103072, -1.495858], [-2.962337, -1.336433, -2.180714], [-1.623021, -1.009085, -2.665839], [-4.302674, 1.271897, -2.839921], [-2.708191, 0.978281, -3.000587], [-2.707709, 2.178714, -1.633890], [-4.580400, -0.267402, -1.202325], [-2.968072, 0.058895, -0.582880], [-3.580531, -1.634185, -3.035269], [-2.982542, -2.159221, -1.451954], [-1.064367, -0.644391, -1.895211], [-1.137468, -1.817542, -3.030110]], "forces_ev_per_angstrom": [[0.31, -0.06, -0.15], [0.02, -0.01, 0.07], [-0.08, -0.11, 0.02], [-0.03, 0.40, 0.04], [-0.10, -0.02, 0.07], [0.00, 0.00, -0.03], [0.00, 0.00, 0.03], [0.01, -0.01, -0.05], [0.00, -0.03, 0.06], [0.03, 0.03, 0.14], [0.01, -0.03, 0.05], [-0.01, 0.00, 0.00], [-0.08, -0.01, 0.01], [0.02, 0.03, -0.04], [-0.02, 0.02, -0.01], [0.00, 0.00, 0.00], [0.01, -0.01, 0.01], [0.02, -0.07, -0.32], [-0.37, 0.67, 0.75], [1.42, 0.70, 0.36], [-0.21, -0.41, -0.05], [0.00, -0.18, -0.10], [0.05, 0.09, -0.03], [-0.01, -0.04, 0.04], [-0.03, -0.06, 0.04], [-0.01, 0.12, -0.09], [-0.08, 0.04, 0.08], [-0.26, -0.05, -0.13], [0.03, 0.03, 0.00], [0.15, 0.03, 0.01], [-0.03, 0.43, 0.12], [-0.02, -0.03, 0.02], [0.01, 0.01, -0.01], [0.01, 0.01, 0.01], [0.02, 0.01, 0.00], [0.02, 0.00, -0.02], [0.00, 0.01, -0.01], [-0.04, 0.06, 0.01], [0.04, -0.12, 0.07], [0.12, -0.22, -0.23], [-0.07, 0.05, 0.02], [0.06, -0.10, -0.02], [-0.16, 0.04, 0.09], [-0.01, 0.09, -0.04], [0.07, -0.15, -0.03], [0.00, 0.02, 0.00], [0.03, 0.03, -0.04], [0.01, 0.01, -0.01], [0.04, -0.04, 0.02], [-0.04, 0.14, -0.10], [0.07, -0.42, -0.06], [0.00, 0.01, -0.01], [0.00, 0.00, 0.00], [0.00, -0.02, -0.01], [0.01, 0.00, 0.00], [0.01, -0.03, 0.02], [0.00, -0.02, 0.00], [-0.01, -0.01, 0.01], [-0.01, -0.02, 0.01], [0.00, 0.01, 0.01], [-0.01, 0.03, 0.00], [-0.15, -0.64, -0.43], [-0.02, -0.13, 0.17], [0.06, 0.00, -0.06], [-0.21, 0.19, 0.19], [0.00, 0.11, 0.04], [-0.03, -0.11, -0.12], [-0.71, -0.24, -0.24], [0.02, -0.02, -0.04], [0.01, 0.06, 0.01], [0.00, 0.01, 0.02], [-0.03, 0.02, -0.01], [0.12, -0.12, -0.12], [0.00, 0.00, -0.01]], "mulliken_charge": [-0.86, -0.80, -0.32, 1.46, 0.43, -1.39, -0.31, -0.94, 0.41, 0.97, 0.18, -0.82, -0.43, 0.41, 0.53, 0.44, 0.56, -0.68, 1.20, -0.61, 0.09, 0.01, -0.55, -0.63, -0.61, -0.64, -0.39, 1.81, -0.77, -0.78, -0.61, 0.50, 0.39, 0.38, 0.53, -0.77, -0.88, -0.94, 0.76, 0.73, -0.51, 1.33, -1.24, -1.42, 1.01, -0.74, -0.75, -0.79, 0.17, -0.37, 1.06, 0.44, 0.36, 0.39, 0.41, 0.46, 0.37, 0.40, 0.38, 0.49, 0.37, -0.52, 0.25, -0.49, -0.37, 0.26, 0.35, 0.31, 0.51, -0.77, 0.44, 0.28, -0.50, 0.32], "orbital_gap_ha": [0.2032, 0.2942], "total_charge": -1, "multiplicity": 3, "e_lumo_ev": [2.368, 2.308]}